1.
Entry from OMol25: a molecular structure, C25H35F3KN8O4S (ωB97M-V/def2-TZVPD).

The geometry in ORCA input format:
```
! RIJCOSX wB97M-V def2-TZVPD def2/J DEFGRID3
* xyz -1 1
K -0.05 0.74 0.28
O -4.92 1.24 0.66
C -3.72 1.03 0.79
N -2.81 0.70 -0.16
C -3.25 0.12 -1.30
O -4.22 -0.60 -1.48
C -2.35 0.37 -2.51
C -2.92 0.29 -3.78
C -2.13 0.56 -4.88
C -0.79 0.88 -4.69
C -0.30 0.90 -3.39
N -1.07 0.66 -2.33
C -3.14 1.24 2.19
C -3.96 1.84 3.14
C -3.49 2.01 4.43
C -2.21 1.56 4.74
C -1.47 0.97 3.73
N -1.91 0.82 2.48
H -3.96 0.02 -3.87
H -2.55 0.53 -5.88
H -0.13 1.10 -5.52
H 0.73 1.14 -3.18
H -4.95 2.14 2.83
H -4.11 2.48 5.18
H -1.80 1.67 5.73
H -0.47 0.59 3.94
C 2.74 -1.28 1.46
C 2.13 -1.89 2.73
N 0.69 -1.65 2.89
C -0.18 -2.82 2.77
C -1.33 -2.61 1.78
N -0.92 -2.01 0.53
C -0.09 -2.78 -0.38
C 1.40 -2.78 -0.01
N 1.89 -1.44 0.28
H 3.74 -1.73 1.34
H 2.89 -0.21 1.60
H 2.68 -1.48 3.58
H 2.31 -2.97 2.76
H 0.40 -0.97 2.20
H -0.62 -3.07 3.74
H 0.41 -3.70 2.47
H -2.06 -1.93 2.23
H -1.83 -3.59 1.65
H -1.73 -1.63 0.06
H -0.19 -2.32 -1.37
H -0.42 -3.83 -0.47
H 1.95 -3.25 -0.83
H 1.56 -3.42 0.86
H 2.35 -1.05 -0.53
C 3.06 -0.23 -6.59
N 2.35 -0.69 -5.40
C 1.40 -1.75 -5.70
C 3.01 -0.71 -4.19
S 2.95 -2.05 -3.18
N 3.69 0.41 -3.88
C 3.31 1.73 -4.36
C 4.58 0.42 -2.72
H 3.41 -1.09 -7.17
H 3.93 0.36 -6.31
H 2.41 0.37 -7.22
H 0.80 -1.44 -6.56
H 0.74 -1.91 -4.85
H 1.91 -2.69 -5.94
H 2.40 1.67 -4.95
H 4.10 2.18 -4.96
H 3.11 2.37 -3.49
H 5.12 -0.52 -2.66
H 4.02 0.59 -1.80
H 5.28 1.25 -2.86
F 1.99 4.86 0.87
C 2.50 4.30 -0.24
F 3.82 4.62 -0.27
F 1.93 4.93 -1.29
C 2.32 2.75 -0.29
O 2.30 2.27 -1.44
O 2.23 2.19 0.81
*
```

Summary:
Gap between HOMO and LUMO: 8.1 eV
LUMO level: 2.30 eV
Energy relative to the best compared isomer or geometry (same formula, charge and spin): 0.502 eV

=====

2.
Entry from OMol25: a molecular structure, C38H32NO5P2TeV (ωB97M-V/def2-TZVPD).

The geometry in ORCA input format:
```
! RIJCOSX wB97M-V def2-TZVPD def2/J DEFGRID3
* xyz -1 4
V -0.28 -1.16 -1.64
O 0.70 -4.41 -3.31
C 0.29 -3.26 -3.40
O 0.88 -2.18 -2.98
C -1.07 -3.02 -4.08
C -1.23 -1.58 -4.55
C -2.45 -1.41 -5.47
C -3.62 -1.48 -4.46
C -2.88 -1.74 -3.15
O -1.68 -0.91 -3.33
C -2.31 -3.17 -3.12
C -1.98 -3.59 -1.68
O -2.41 -4.65 -1.25
O -1.31 -2.72 -1.02
H -1.15 -3.74 -4.90
H -0.31 -1.10 -4.88
H -2.42 -0.45 -5.98
H -2.48 -2.20 -6.22
H -4.16 -0.53 -4.41
H -4.33 -2.27 -4.68
H -3.38 -1.42 -2.24
H -3.03 -3.88 -3.52
Te 2.06 2.48 -0.30
C 2.50 3.47 1.52
C 3.30 4.61 1.53
C 3.58 5.23 2.74
N 3.12 4.81 3.92
C 2.36 3.72 3.90
C 2.03 3.02 2.74
C 0.88 0.95 0.38
P 1.36 -0.79 0.24
C 3.16 -0.92 0.06
C 3.64 -1.65 -1.02
C 5.01 -1.79 -1.22
C 5.91 -1.20 -0.34
C 5.43 -0.46 0.74
C 4.07 -0.32 0.94
C 1.03 -1.59 1.86
C 0.41 -2.83 1.85
C 0.09 -3.46 3.05
C 0.38 -2.84 4.26
C 0.99 -1.59 4.27
C 1.31 -0.97 3.08
P -0.86 0.79 -0.04
C -1.50 2.39 -0.63
C -2.07 2.47 -1.90
C -2.55 3.67 -2.39
C -2.47 4.82 -1.62
C -1.89 4.76 -0.35
C -1.41 3.56 0.13
C -1.77 0.51 1.52
C -2.66 -0.56 1.56
C -3.32 -0.88 2.74
C -3.10 -0.14 3.89
C -2.20 0.92 3.86
C -1.53 1.23 2.69
H 3.71 5.03 0.62
H 4.20 6.12 2.75
H 1.99 3.37 4.86
H 1.39 2.14 2.78
H 2.94 -2.11 -1.71
H 5.38 -2.36 -2.06
H 6.97 -1.31 -0.49
H 6.13 0.01 1.43
H 3.71 0.26 1.78
H 0.15 -3.30 0.91
H -0.40 -4.43 3.03
H 0.12 -3.33 5.19
H 1.20 -1.10 5.21
H 1.75 0.02 3.10
H -2.13 1.57 -2.51
H -2.99 3.71 -3.38
H -2.84 5.76 -2.00
H -1.81 5.66 0.25
H -0.95 3.54 1.11
H -2.79 -1.19 0.69
H -4.00 -1.73 2.76
H -3.61 -0.39 4.81
H -2.01 1.50 4.76
H -0.80 2.03 2.69
*
```

Summary:
Gap between HOMO and LUMO (alpha / beta): 6.7 / 6.7 eV
LUMO level (alpha / beta): 2.18 / 2.16 eV
Energy relative to the best compared isomer or geometry (same formula, charge and spin): 0.000 eV

=====

3.
Entry from OMol25: a gas-phase ion, C4H7N3 (charge +2) in a non-equilibrium geometry (ωB97M-V/def2-TZVPD).

The geometry in ORCA input format:
```
! RIJCOSX wB97M-V def2-TZVPD def2/J DEFGRID3
* xyz 2 1
C -0.40 -0.07 -1.92
C -0.15 -2.07 -1.14
C -0.20 -0.01 -0.34
C 0.53 1.31 1.74
N -0.33 -1.29 -2.22
N 0.00 -1.33 -0.04
N -0.04 1.12 0.38
H -0.54 0.84 -2.59
H -0.43 -3.09 -1.11
H 1.40 1.96 1.70
H 0.66 0.42 2.31
H -0.19 1.93 2.25
H -0.01 -1.72 0.89
H -0.31 2.00 0.11
*
```

Summary:
Gap between HOMO and LUMO: 8.3 eV
LUMO level: -12.95 eV
Energy relative to the best compared isomer or geometry (same formula, charge and spin): 0.436 eV

=====

4.
Entry from OMol25: a molecular structure, C27H27Br2F6GeMnN3O5S2Se in a non-equilibrium geometry (ωB97M-V/def2-TZVPD).

The geometry in ORCA input format:
```
! RIJCOSX wB97M-V def2-TZVPD def2/J DEFGRID3
* xyz -2 6
Mn 0.43 -1.72 1.04
F 1.21 -3.25 5.55
C 1.59 -1.99 5.30
F 1.85 -1.40 6.48
F 2.72 -2.02 4.60
S 0.23 -1.11 4.41
O 0.20 -1.87 3.16
O -0.84 -1.25 5.34
N 0.91 0.29 4.30
S 1.22 1.15 3.02
O 1.11 0.44 1.76
O 0.71 2.48 3.08
C 3.03 1.38 3.25
F 3.51 2.16 2.28
F 3.68 0.22 3.23
F 3.28 1.98 4.42
Br 3.89 -1.27 0.17
C 2.42 -2.18 1.07
Br -0.11 -4.33 0.55
H 2.61 -2.02 2.13
H 2.49 -3.24 0.83
C 0.88 -1.23 -0.91
Ge 0.76 0.59 -1.54
C 2.17 1.92 -1.18
C 1.94 3.11 -0.49
C 2.96 4.04 -0.32
C 4.22 3.81 -0.85
C 4.46 2.63 -1.53
C 3.45 1.70 -1.70
C 0.85 0.54 -3.53
C 0.80 1.73 -4.25
C 0.74 1.74 -5.64
C 0.74 0.54 -6.34
C 0.81 -0.65 -5.64
C 0.86 -0.65 -4.25
C -1.00 1.38 -1.22
C -1.35 2.01 -0.03
C -2.63 2.53 0.17
C -3.58 2.42 -0.83
C -3.26 1.79 -2.03
C -1.98 1.28 -2.21
H 1.45 -1.88 -1.57
H 0.97 3.31 -0.06
H 2.76 4.95 0.23
H 5.01 4.53 -0.71
H 5.45 2.42 -1.93
H 3.65 0.78 -2.24
H 0.79 2.68 -3.72
H 0.68 2.68 -6.17
H 0.68 0.54 -7.42
H 0.81 -1.60 -6.18
H 0.90 -1.59 -3.72
H -0.65 2.07 0.80
H -2.87 2.98 1.12
H -4.58 2.79 -0.67
H -4.00 1.69 -2.81
H -1.74 0.80 -3.16
C -4.06 -3.83 0.41
N -3.23 -2.81 1.00
C -3.03 -2.86 2.45
C -2.42 -2.05 0.27
C -2.51 -2.10 -1.23
O -1.56 -1.34 0.82
H -4.67 -4.27 1.20
H -3.45 -4.62 -0.04
H -4.74 -3.42 -0.34
H -4.00 -2.97 2.93
H -2.56 -1.94 2.78
H -2.38 -3.71 2.69
H -3.51 -2.29 -1.60
H -1.83 -2.89 -1.55
H -2.15 -1.15 -1.61
Se -2.28 0.94 3.31
C -3.93 0.41 2.73
N -4.98 0.08 2.37
*
```

Summary:
Gap between HOMO and LUMO (alpha / beta): 6.0 / 6.0 eV
LUMO level (alpha / beta): 4.21 / 4.21 eV
Energy relative to the best compared isomer or geometry (same formula, charge and spin): 0.418 eV

=====

5.
Entry from OMol25: a molecular structure, C14H13BrF6NbO in a non-equilibrium geometry (ωB97M-V/def2-TZVPD).

The geometry in ORCA input format:
```
! RIJCOSX wB97M-V def2-TZVPD def2/J DEFGRID3
* xyz 1 1
C -2.63 -0.50 -1.37
C -2.37 -1.13 -0.11
C -1.86 -0.14 0.80
H -2.53 -2.18 0.11
C -1.85 1.13 0.11
C -2.30 0.90 -1.22
H -2.52 1.69 -1.93
H -3.09 -1.02 -2.22
H -1.78 -0.29 1.87
H -1.53 2.08 0.54
Nb -0.34 -0.50 -0.99
Br -0.09 -3.06 -1.00
C 1.33 0.68 -1.97
C 0.25 1.44 -2.54
C -0.63 0.58 -3.24
H 0.17 2.53 -2.50
C -0.11 -0.76 -3.18
C 1.18 -0.69 -2.47
H 1.92 -1.49 -2.38
H 2.21 1.10 -1.47
H -1.50 0.89 -3.81
H -0.58 -1.64 -3.64
C 0.44 -0.51 3.29
C 1.09 -0.10 2.00
O 0.45 -0.46 0.82
C 1.17 1.48 1.97
F 2.09 1.99 2.81
F 1.43 2.01 0.74
F -0.04 1.99 2.36
C 2.48 -0.85 1.95
F 3.32 -0.56 2.97
F 2.21 -2.20 2.01
F 3.14 -0.62 0.78
H -0.60 -0.18 3.32
H 0.99 -0.02 4.10
H 0.48 -1.60 3.49
*
```

Summary:
Gap between HOMO and LUMO: 7.0 eV
LUMO level: -5.55 eV

=====

6.
Entry from OMol25: a molecular structure, C11H9AsBaBrNO7S (ωB97M-V/def2-TZVPD).

The geometry in ORCA input format:
```
! RIJCOSX wB97M-V def2-TZVPD def2/J DEFGRID3
* xyz 0 1
Ba 1.03 -1.20 1.92
O 1.42 -1.56 -0.84
As 3.02 -0.71 -0.75
O 3.99 -1.32 -1.90
O 3.27 -0.97 0.88
C 2.63 1.16 -1.16
C 3.38 1.57 -2.26
C 3.31 2.87 -2.75
C 2.48 3.78 -2.14
C 1.71 3.39 -1.05
C 1.78 2.10 -0.55
S 0.68 1.79 0.84
O 1.51 1.40 1.99
O -0.09 2.99 1.03
O -0.14 0.62 0.45
H 1.24 -1.85 -1.74
H 4.03 0.84 -2.72
H 3.92 3.15 -3.60
H 2.41 4.80 -2.50
H 1.05 4.09 -0.57
O -5.74 -2.89 1.21
C -4.47 -2.50 1.34
C -3.98 -1.30 0.83
C -2.65 -0.98 1.02
N -1.80 -1.78 1.68
C -2.30 -2.91 2.15
Br -1.05 -4.03 3.07
C -3.60 -3.34 2.03
H -6.25 -2.24 0.72
H -4.63 -0.61 0.29
H -2.22 -0.07 0.64
H -3.94 -4.28 2.43
*
```

Summary:
Gap between HOMO and LUMO: 9.0 eV
LUMO level: -0.34 eV
Energy relative to the best compared isomer or geometry (same formula, charge and spin): 0.000 eV